[1]
55
Properties=species:S:1:pos:R:3:forces:R:3 method="wB97M-V/def2-TZVPD" e_lumo_ev=-2.179 total_energy_ev=-58687.8639 homo_lumo_gap_ev=6.7 spin_multiplicity=1
O 4.232775 -0.041883 1.117293 -2.7 0.2 -4.6
P 3.338890 0.039052 -0.216387 2.4 0.2 6.0
C 1.862946 1.243294 0.155790 -4.4 0.1 -1.1
C 0.469766 0.796554 -0.117806 3.2 1.6 0.7
C -0.847932 1.780132 0.167687 -3.2 -2.5 0.0
O -2.035624 1.172482 0.226007 6.7 4.0 -0.4
C -0.579497 3.391599 0.304214 -0.1 2.0 0.1
C -1.863991 4.419878 0.135183 4.0 1.4 1.0
C -1.593275 6.053725 0.286375 3.4 -3.4 0.3
C -0.043178 6.544291 0.545432 -1.5 -3.2 -0.2
C 1.247762 5.498902 0.710466 -3.0 -1.0 -0.2
C 2.716450 6.169910 0.982417 -0.5 1.3 -0.9
C 3.910919 5.637358 -0.038523 0.9 -0.4 1.0
C 5.236568 5.385547 0.949345 -1.9 -0.3 1.2
S 6.455434 4.137489 0.260551 -0.2 -0.3 0.8
C 0.977341 3.885890 0.615252 -2.5 2.4 -0.4
C 2.143214 2.754223 0.814361 3.9 -0.6 2.3
O 3.285743 2.882227 1.491216 -7.1 0.0 -4.1
H 2.784490 -1.293879 -0.458232 0.0 1.3 -0.4
H 4.137241 0.455436 -1.350779 -1.0 -0.1 0.4
H 0.316263 -0.302315 -0.552690 0.0 2.7 1.1
H -2.951624 3.999760 -0.054926 2.7 0.9 0.4
H -2.521487 6.788118 0.202998 2.4 -1.6 0.2
H 0.123357 7.713586 0.649474 -0.2 -2.8 -0.3
H 3.049550 6.148166 2.128104 -0.9 -0.4 -2.6
H 2.601120 7.331941 0.732800 0.0 -2.5 0.7
H 4.259181 6.436319 -0.819974 -1.1 -1.4 1.5
H 3.605353 4.667160 -0.623953 0.7 1.9 1.4
H 4.841550 4.920664 1.975916 0.9 1.1 -2.4
H 5.683438 6.438703 1.193980 -0.4 -2.2 -0.6
H 6.396220 2.999183 1.129192 -0.4 1.8 -0.9
O -0.873240 -3.253458 -1.766099 -0.3 -0.3 0.3
C -1.647113 -4.017560 -1.202634 0.8 0.8 -0.6
C -1.431515 -5.477799 -1.260030 0.4 -0.5 -0.2
C -0.322158 -5.988532 -1.946462 0.0 -0.3 0.0
C -0.089690 -7.364406 -1.971335 -0.1 0.3 0.1
C -0.960145 -8.231982 -1.312073 -0.3 0.2 0.1
C -2.075669 -7.726462 -0.642503 0.3 -0.1 -0.2
C -2.315248 -6.347099 -0.621702 0.4 -0.5 -0.2
C -3.507447 -5.822895 0.073864 -1.0 -0.9 0.7
O -4.313065 -6.590435 0.587728 0.5 0.5 -0.3
C -3.712393 -4.362817 0.148197 -0.4 0.4 0.2
C -4.821228 -3.853400 0.836900 0.0 0.3 0.0
C -5.005052 -2.473856 0.941349 0.2 -0.3 -0.1
C -4.085018 -1.601253 0.360852 0.2 -0.2 -0.2
C -2.987010 -2.107069 -0.338323 -0.2 0.1 0.1
C -2.803049 -3.491493 -0.449543 -0.3 0.5 0.2
H 0.364636 -5.316955 -2.458649 -0.3 0.0 0.2
H 0.774647 -7.759069 -2.500945 -0.2 0.1 0.1
H -0.771930 -9.303280 -1.320774 -0.1 0.2 0.0
H -2.753732 -8.410194 -0.134430 0.1 0.3 -0.1
H -5.541013 -4.528482 1.296853 0.3 0.0 -0.2
H -5.864376 -2.080177 1.479861 0.2 -0.1 -0.1
H -4.223094 -0.525901 0.450444 0.1 -0.2 0.0
H -2.275064 -1.418938 -0.791329 -0.2 -0.3 0.1

=====

[2]
15
Properties=species:S:1:pos:R:3:forces:R:3 method="wB97M-V/def2-TZVPD" e_lumo_ev="-4.739 / -4.738" total_energy_ev=-86562.4331 homo_lumo_gap_ev="8.1 / 8.1" charge=+1 e_above_lowest_ev=3.793 spin_multiplicity=1
H -1.512881 -1.161915 -0.828579 -0.6 -0.3 -0.3
N -1.342442 -0.266750 -0.421144 3.7 4.3 1.3
C -2.092768 0.778276 -0.019827 1.6 -1.2 -1.2
C -1.260609 1.845545 0.373615 -4.6 1.0 1.3
Br -1.883640 3.407981 1.267211 0.3 -0.6 -0.5
N 0.024874 1.609037 0.306196 1.0 2.3 0.9
C 0.448817 0.570840 -0.249817 -3.2 -5.2 -1.5
P 1.929288 -0.289689 -0.551558 1.5 -0.9 1.4
C 1.626689 -1.989258 0.220882 2.6 2.4 0.0
H -3.183858 0.772265 -0.145578 0.5 0.2 0.5
H 0.652229 2.315386 0.720020 0.0 -0.3 -0.4
H 1.598739 -0.742021 -1.756332 -0.4 -0.1 -2.2
H 2.570290 -2.507366 0.246221 0.7 0.1 0.1
H 1.049825 -2.591978 -0.364497 -2.3 -1.3 -1.2
H 1.375448 -1.750353 1.203185 -1.0 -0.4 1.7

=====

[3]
23
Properties=species:S:1:pos:R:3:forces:R:3 method="wB97M-V/def2-TZVPD" s_squared=0.7504 e_lumo_ev="3.988 / 3.861" total_energy_ev=-10001.5509 homo_lumo_gap_ev="2.8 / 10.4" charge=-1 e_above_lowest_ev=0.360 spin_multiplicity=2
C 0.113437 0.442234 -1.891339 -1.0 0.4 0.7
C 0.290270 0.655278 -3.404459 0.9 -0.6 1.6
C -1.366850 0.640253 -1.556260 -0.9 -1.3 1.1
H 0.420328 -0.572201 -1.524666 -0.1 0.8 -0.5
H 0.626699 1.199313 -1.280512 0.5 -0.3 -0.4
H 0.237542 1.734210 -3.545691 -0.3 -0.1 -0.7
H -1.913488 -0.283346 -1.821007 -0.1 0.4 -0.4
H -0.441106 0.021777 -3.910236 0.0 0.5 -0.3
H 1.294480 0.303796 -3.639684 0.1 0.1 -0.5
H -1.620718 0.719330 -0.484799 0.6 0.0 -0.1
H -1.872930 1.505638 -1.962171 0.2 0.2 -0.7
C -0.202634 -0.313116 1.887398 -0.7 0.9 1.0
C -0.095183 0.885450 2.838007 0.7 0.9 -1.0
C 0.905456 -1.303382 2.126153 -0.9 -2.3 -1.1
O 1.440141 -1.393494 3.207604 0.6 0.7 0.4
N 1.152757 -2.364980 1.195130 -0.7 2.0 1.7
H -1.176882 -0.741200 2.182895 0.4 -0.6 -0.2
H -0.409061 0.083554 0.902925 0.7 -0.5 -0.4
H 0.851179 1.463213 2.745077 -0.4 -0.6 0.0
H 2.134010 -2.526615 1.271172 0.5 -0.8 -0.5
H 0.715889 -2.345042 0.292862 0.2 0.3 -0.6
H -0.215303 0.610516 3.867932 -0.1 -0.1 0.5
H -0.868034 1.578810 2.503669 -0.2 0.1 0.4

=====

[4]
73
Properties=species:S:1:pos:R:3:forces:R:3 method="wB97M-V/def2-TZVPD" s_squared=0.7531 e_lumo_ev="2.753 / 2.739" total_energy_ev=-88992.5142 homo_lumo_gap_ev="6.6 / 6.5" charge=-1 spin_multiplicity=2
Cu -0.054070 -1.264842 -0.126745 -0.1 0.2 -0.6
O 2.345306 -3.959855 3.812070 -0.1 0.0 -0.1
C 3.196554 -2.948470 3.569947 0.0 0.0 0.0
C 4.345819 -2.864303 4.358319 0.0 0.0 0.0
C 5.262960 -1.851073 4.155151 0.0 0.0 0.0
C 5.055381 -0.898207 3.162150 0.0 0.0 0.0
C 3.919079 -0.975008 2.379494 0.0 0.0 0.0
C 2.979139 -1.988097 2.564887 0.1 0.0 0.1
C 1.786072 -2.006198 1.689150 -0.2 0.0 -0.1
O 1.663372 -1.112572 0.795479 0.4 0.2 0.2
N 0.895066 -2.962461 1.895060 0.1 -0.2 0.1
N -0.140243 -2.838099 0.993546 -0.3 -0.3 0.1
C -1.109280 -3.676462 1.039718 0.1 -0.1 0.1
C -2.236377 -3.673466 0.139750 0.0 0.1 -0.1
C -3.294399 -4.552108 0.422500 0.0 0.0 0.0
C -4.413408 -4.631447 -0.372350 0.0 0.0 0.0
C -4.482714 -3.811395 -1.507330 0.0 0.0 0.0
C -3.460019 -2.952614 -1.824446 0.0 0.0 0.0
C -2.290171 -2.838820 -1.024439 -0.1 -0.2 0.1
O -1.361157 -2.023163 -1.389522 0.0 0.1 0.3
H 1.593597 -3.865999 3.161869 0.1 0.0 0.1
H 4.491053 -3.614733 5.124700 0.0 0.0 0.0
H 6.149066 -1.803650 4.776940 0.0 0.0 0.0
H 5.773568 -0.104824 3.002043 0.0 0.0 0.0
H 3.725602 -0.253517 1.596106 0.0 0.0 0.0
H -1.076180 -4.445493 1.813831 0.0 0.0 0.0
H -3.213008 -5.179826 1.304379 0.0 0.0 0.0
H -5.219883 -5.309811 -0.127918 0.0 0.0 0.0
H -5.356151 -3.854205 -2.148335 0.0 0.0 0.0
H -3.507755 -2.322669 -2.704331 0.0 0.0 0.0
C 3.438094 -1.009166 -3.764294 0.0 0.0 0.0
C 2.728374 0.142360 -3.098085 0.0 0.0 0.0
C 3.167975 1.451016 -3.304432 0.0 0.1 0.0
C 2.514287 2.495463 -2.663329 0.1 -0.1 -0.1
C 2.967876 3.920064 -2.868088 0.0 0.0 0.0
C 1.444624 2.239779 -1.817246 -0.1 0.0 0.0
C 0.965936 0.929278 -1.573506 0.0 0.1 0.1
C 1.650424 -0.096848 -2.271500 0.2 -0.1 -0.1
N -0.044474 0.564874 -0.734334 -0.2 0.2 -0.4
C -1.054320 1.495467 -0.244812 0.1 0.0 0.1
C -1.733495 2.312295 -1.363320 0.0 -0.1 0.0
C -2.836905 3.208228 -0.791029 0.0 0.0 0.0
C -3.917523 2.345873 -0.136681 0.0 0.0 0.0
C -3.285981 1.527560 0.991199 0.0 0.0 0.0
C -2.712816 2.476905 2.045497 0.0 0.0 0.0
C -1.627923 3.342636 1.401409 0.0 0.0 0.0
C -2.239755 4.156761 0.255333 0.0 0.0 0.0
C -0.516009 2.444465 0.850297 0.0 0.0 0.0
C -2.168236 0.657498 0.412981 0.1 0.0 0.1
H 3.926367 -0.696135 -4.688411 0.0 0.0 0.0
H 2.741781 -1.814177 -4.002482 0.0 0.0 0.0
H 4.206455 -1.421057 -3.104364 0.0 0.0 0.0
H 4.006199 1.649638 -3.964283 0.0 0.0 0.0
H 3.816166 3.971910 -3.551418 0.0 0.0 0.0
H 3.271162 4.375069 -1.922202 0.0 0.0 0.0
H 2.164303 4.534340 -3.281579 0.0 0.0 0.0
H 0.993715 3.088234 -1.324758 0.0 0.0 0.0
H 1.304857 -1.121693 -2.167431 0.0 0.0 0.0
H -2.148289 1.606403 -2.090217 0.0 0.0 0.0
H -1.008807 2.924812 -1.898396 0.0 0.0 0.0
H -3.280088 3.793857 -1.603754 0.0 0.0 0.0
H -4.359829 1.676441 -0.880886 0.0 0.0 0.0
H -4.722209 2.976768 0.258489 0.0 0.0 0.0
H -4.043265 0.882083 1.446942 0.0 0.0 0.0
H -2.284593 1.902922 2.873513 0.0 0.0 0.0
H -3.508944 3.105830 2.460263 0.0 0.0 0.0
H -1.208480 4.022130 2.151032 0.0 0.0 0.0
H -1.471122 4.785424 -0.206841 0.0 0.0 0.0
H -3.017818 4.824315 0.642855 0.0 0.0 0.0
H -0.084848 1.827896 1.645886 0.0 0.0 0.0
H 0.293868 3.063188 0.464606 0.0 0.0 0.0
H -2.570165 -0.030759 -0.331725 0.0 -0.1 -0.1
H -1.723421 0.051473 1.217439 0.0 0.0 0.0

=====

[5]
19
Properties=species:S:1:pos:R:3:forces:R:3 method="wB97M-V/def2-TZVPD" e_lumo_ev=0.338 total_energy_ev=-23351.0415 homo_lumo_gap_ev=9.9 e_above_lowest_ev=5.242 spin_multiplicity=1
C -0.364745 3.184441 -0.615792 -2.1 1.6 -3.7
C 0.583591 2.472527 -0.073069 2.8 0.9 1.0
S 0.922850 0.921156 -1.003387 -7.7 5.6 -2.8
O 0.546270 1.040485 -2.395999 -0.9 -0.3 1.2
O 2.191292 0.657570 -0.739221 11.2 -2.0 1.8
C 0.096390 -0.187078 -0.079680 0.2 -1.0 0.8
C -1.010794 -0.846116 -0.404189 -5.0 -1.9 -1.6
C -1.480680 -2.085384 0.085320 5.2 2.6 1.6
C -0.647138 -2.771927 0.937329 0.9 -0.6 0.1
C 0.440869 -2.025716 1.417585 0.2 1.8 -0.6
C 0.845249 -0.685138 0.941870 0.6 -4.0 4.2
H -0.816969 2.701961 -1.606662 0.6 0.9 2.4
H -0.675480 4.292701 -0.580817 0.7 -1.9 0.9
H 1.451829 2.916766 0.702721 -2.6 -1.7 -2.0
H -1.767434 -0.517657 -1.129645 1.0 0.7 -0.2
H -2.294357 -2.448176 -0.306138 -4.4 -2.0 -2.0
H -0.717669 -3.897454 1.132731 -0.2 1.9 0.1
H 0.985704 -2.509642 2.185328 0.9 -0.1 0.6
H 1.711223 -0.213318 1.531716 -1.4 -0.6 -1.6

=====

[6]
24
Properties=species:S:1:pos:R:3:forces:R:3 method="wB97M-V/def2-TZVPD" e_lumo_ev=-3.555 total_energy_ev=-23922.8167 homo_lumo_gap_ev=8.9 charge=+1 e_above_lowest_ev=0.000 spin_multiplicity=1
C 2.611867 0.657705 -1.502134 -2.3 -1.3 -0.7
C 2.102979 0.453399 -0.084734 -1.8 1.0 -1.4
F 2.162262 1.743638 0.502723 0.0 -1.2 0.3
P 3.065949 -0.937670 0.717949 -1.3 0.3 1.0
C 0.567275 0.054540 -0.159711 2.1 3.8 0.9
C -0.439253 0.987288 0.149610 4.1 0.0 -1.1
C -1.713847 0.574209 0.347199 -0.1 1.8 0.8
N -2.489684 1.618686 0.730407 -1.8 -1.4 0.3
C -2.042423 -0.786318 0.259924 2.0 -1.2 -1.1
N -3.331417 -1.164190 0.238258 -1.6 0.3 0.2
C -0.964232 -1.655223 -0.085888 -1.9 0.2 0.1
N 0.285034 -1.197025 -0.334377 -1.5 -1.9 0.1
H 2.043795 1.492258 -2.013152 1.0 -0.8 0.6
H 3.669253 0.756463 -1.455704 0.9 0.3 -0.5
H 2.314113 -0.328356 -1.997259 0.8 1.3 0.0
H 1.973240 -1.156616 1.741707 1.7 0.4 -0.6
H 3.956650 -0.012534 1.319535 -0.2 -0.3 0.4
H -0.114910 2.076802 0.212556 -0.6 -1.8 0.2
H -2.321721 2.512900 0.357332 0.4 1.0 -0.3
H -3.400751 1.502551 1.116617 -0.5 -0.2 0.0
H -3.689148 -2.019558 0.537223 0.4 -2.0 0.4
H -4.118025 -0.552374 0.329799 0.4 1.1 -0.1
H -1.057380 -2.733702 -0.211817 -0.4 0.4 0.0
H 0.930363 -1.886884 -0.716066 0.3 0.4 0.5

=====

[7]
29
Properties=species:S:1:pos:R:3:forces:R:3 method="wB97M-V/def2-TZVPD" s_squared=0.7504 e_lumo_ev="3.703 / 3.496" total_energy_ev=-11697.2141 homo_lumo_gap_ev="2.5 / 9.3" charge=-1 e_above_lowest_ev=0.661 spin_multiplicity=2
C -0.678986 0.384219 -2.099662 -0.3 -0.4 -0.5
C -1.268239 1.113116 -3.332663 1.0 -0.1 0.0
C -0.199953 -1.042635 -2.444092 -0.6 0.4 -0.6
C 0.453034 1.219818 -1.591339 1.2 0.5 2.4
H -1.538662 0.334981 -1.409425 0.7 -0.2 0.2
H -0.493255 1.778075 -3.737990 -0.2 -0.2 -0.1
H 0.730435 -1.027956 -3.030887 -0.2 0.0 0.2
H -0.069020 -1.671850 -1.582693 0.3 0.0 0.7
H -0.967119 -1.553831 -3.032587 0.0 0.0 -0.2
H 0.144041 2.207190 -1.196156 0.1 0.1 -1.2
H 0.969198 0.940470 -0.656264 -0.6 -1.1 0.1
H 1.343006 1.173825 -2.225288 -0.5 0.7 -0.7
H -2.071291 1.780726 -2.993822 -0.2 -0.4 -0.5
H -1.486775 0.369210 -4.119647 -0.6 0.6 0.3
C -0.733139 1.550993 2.463374 0.1 -0.4 -0.7
C 0.036873 -2.107555 1.605571 0.8 0.0 -0.7
C 1.301725 -2.258847 2.139547 0.2 1.4 0.4
C -0.599874 -0.876006 1.674452 -1.0 0.2 0.4
C -0.035680 0.233230 2.285118 0.6 -0.7 0.0
C 1.942106 -1.132035 2.717395 0.0 -1.8 -0.8
C 1.289499 0.064000 2.722432 -0.3 1.6 0.6
H -0.332086 -2.899957 0.963229 -0.5 -0.1 0.3
H 1.850804 -3.164403 1.995705 0.2 -0.5 0.1
H -1.606505 -0.769427 1.286896 -0.1 0.0 -0.1
H 2.962510 -1.291514 3.061285 -0.2 0.4 0.1
H -1.816244 1.425737 2.445392 0.0 0.1 0.0
H -0.451241 2.208618 1.622718 -0.1 0.1 0.2
H 1.747252 0.988141 3.083096 0.2 -0.4 0.2
H -0.422400 2.023659 3.386301 0.0 0.2 0.1